No. 1
A single C20H22ClFN4O2 molecule. Source: OMol25; level of theory: wB97M-V/def2-TZVPD.

Structure (XYZ):
```
50
Properties=species:S:1:pos:R:3
O 2.30308 2.29481 2.14599
C 2.77012 2.22929 1.03131
C 4.12317 1.56937 0.75119
N 3.97286 0.17717 0.34962
C 3.15508 -0.58330 1.28146
C 3.15909 -2.05948 0.89920
N 2.67029 -2.17798 -0.46101
C 2.20495 -3.49866 -0.82330
C 0.70428 -3.64762 -0.51008
O 0.15960 -4.72561 -0.44202
N 0.11633 -2.43443 -0.36770
C -1.20657 -2.09142 -0.11100
C -1.51963 -0.73639 0.00183
C -2.81747 -0.33326 0.24399
C -3.81256 -1.28909 0.37794
Cl -5.43948 -0.78861 0.68073
C -3.51539 -2.63872 0.27093
C -2.21644 -3.04093 0.02612
C 3.57953 -1.50528 -1.36106
C 3.53024 -0.01541 -1.01731
N 2.11577 2.62110 -0.10286
C 0.76855 2.96992 -0.25716
C 0.32058 3.27189 -1.54307
C -1.00636 3.57726 -1.77236
C -1.88448 3.57563 -0.70331
F -3.18271 3.86802 -0.92186
C -1.46325 3.28056 0.58028
C -0.13330 2.97788 0.80453
H 4.68036 2.10071 -0.02346
H 4.69965 1.58510 1.67982
H 3.56654 -0.45172 2.28332
H 2.10937 -0.23246 1.29285
H 2.49469 -2.60850 1.56854
H 4.17866 -2.46586 0.99638
H 2.31436 -3.65065 -1.90087
H 2.74832 -4.30984 -0.32176
H 0.78949 -1.67022 -0.42591
H -0.74190 0.00802 -0.10038
H -3.05666 0.71503 0.32613
H -4.29817 -3.37280 0.37780
H -1.97357 -4.08707 -0.06018
H 3.24957 -1.65098 -2.39174
H 4.61453 -1.86954 -1.26132
H 4.19864 0.53819 -1.68214
H 2.49180 0.32668 -1.18012
H 2.64852 2.62503 -0.96164
H 1.01686 3.26572 -2.36997
H -1.36320 3.81210 -2.76223
H -2.17037 3.29117 1.39428
H 0.21014 2.74886 1.79909
```

Results
Structure (SMILES) ... O=C(CN1CCN(CC(=O)Nc2ccc(Cl)cc2)CC1)Nc1ccc(F)cc1
Strongest force on any atom ... 0.49 eV/A
Charge ... 0
Energy relative to the best compared isomer or geometry (same formula, charge and spin) ... 7.5 kcal per mole
Orbital gap ... 8.643 eV

No. 2
A molecular structure, C20H22CuIN4O2. Source: OMol25; level of theory: wB97M-V/def2-TZVPD.

Structure (XYZ):
```
50
Properties=species:S:1:pos:R:3
Cu -0.25570 -0.56431 -0.27249
C 2.32617 0.85694 -3.78060
C 1.41953 1.86973 -3.15515
N 1.44745 3.09980 -3.59322
C 0.62532 4.02091 -3.03204
C -0.24890 3.75532 -2.01962
C -1.08628 4.86763 -1.44436
O -2.48825 4.62244 -1.52202
C -0.30234 2.41813 -1.52030
C -1.21446 2.10558 -0.46318
N -1.29993 0.98551 0.18980
C -2.30790 0.90399 1.20359
C -2.60404 1.98456 2.02972
C -3.60728 1.88785 2.97890
C -4.32103 0.70849 3.13041
C -4.01454 -0.39012 2.34278
C -3.00882 -0.28073 1.39754
I -2.49777 -1.95280 0.26138
C 0.53518 1.45670 -2.10336
O 0.55839 0.19741 -1.77094
H 2.96708 1.35484 -4.50276
H 2.93664 0.36148 -3.02373
H 1.75115 0.07696 -4.28296
H 0.70062 5.02294 -3.43827
H -0.87370 5.00691 -0.38242
H -0.82505 5.80356 -1.94324
H -2.75563 4.65272 -2.44696
H -1.92451 2.88564 -0.20698
H -2.03222 2.89905 1.94479
H -3.82125 2.73845 3.61105
H -5.10406 0.63377 3.87199
H -4.55149 -1.32012 2.46669
N 1.08023 -1.96480 -0.01410
C 1.91589 -2.66556 -0.40942
N 2.85291 -3.43862 -0.85145
C 2.53836 -4.74041 -1.47667
C 3.04054 -5.87379 -0.59789
C 4.51717 -5.68693 -0.25806
C 4.76413 -4.33336 0.40275
C 4.26493 -3.20002 -0.47775
H 3.03336 -4.74808 -2.45100
H 1.46401 -4.78280 -1.64581
H 2.87762 -6.81935 -1.11684
H 2.44647 -5.90484 0.32013
H 5.11345 -5.75943 -1.17361
H 4.85490 -6.49036 0.39601
H 5.82699 -4.18305 0.59680
H 4.25247 -4.28787 1.36847
H 4.83334 -3.14466 -1.40955
H 4.32364 -2.22999 0.01204
```

Results
Strongest force on any atom ... 0.32 eV/A
Expectation value of S² ... 0.756
Spin multiplicity ... 2
Charge ... +1
Energy relative to the best compared isomer or geometry (same formula, charge and spin) ... 1.0 kcal per mole
Orbital gap (spin up / spin down) ... 7.669 / 6.250 eV

No. 3
A single C20H22N2O molecule. Source: OMol25; level of theory: wB97M-V/def2-TZVPD.

Structure (XYZ):
```
45
Properties=species:S:1:pos:R:3
C 0.31649 -3.08829 3.03997
C 0.50942 -3.34461 1.57516
C 0.95913 -4.57857 1.12332
C 1.11662 -4.81373 -0.23092
C 0.82542 -3.82171 -1.14929
C 0.37464 -2.58014 -0.71921
C 0.00513 -1.51295 -1.70360
C -1.44347 -1.72667 -2.19571
N -1.97845 -0.70186 -3.06316
C -2.54017 0.46364 -2.40939
C -1.55768 1.29556 -1.62272
C -1.65518 1.49212 -0.28881
C -0.68882 2.25126 0.43766
C -0.75281 2.46355 1.82017
C 0.20875 3.20610 2.45942
C 1.27504 3.76975 1.74722
C 2.30575 4.57787 2.47149
C 1.35277 3.56712 0.38401
C 0.38397 2.81291 -0.27906
N 0.45092 2.59917 -1.62878
C -0.44173 1.86198 -2.37752
O -0.25881 1.72117 -3.57522
C 0.22008 -2.35839 0.64260
H 1.00174 -3.68978 3.63302
H -0.70111 -3.35043 3.33266
H 0.47412 -2.03762 3.27405
H 1.18967 -5.35729 1.83641
H 1.47022 -5.77622 -0.57165
H 0.95305 -4.00723 -2.20600
H 0.08808 -0.53374 -1.22982
H 0.67449 -1.53501 -2.56667
H -2.10712 -1.82021 -1.33078
H -1.47995 -2.67303 -2.74691
H -1.28639 -0.40498 -3.74466
H -3.34705 0.12874 -1.75022
H -2.96973 1.08775 -3.19994
H -2.48221 1.06364 0.26188
H -1.57295 2.03346 2.37611
H 0.14968 3.36410 3.52608
H 2.78242 3.97611 3.24418
H 1.83928 5.43300 2.95907
H 3.07093 4.94012 1.79019
H 2.16842 3.99219 -0.18409
H 1.22477 3.00279 -2.14417
H -0.12736 -1.39163 0.98359
```

Results
Structure (SMILES) ... Cc1cccc(CCNCc2cc3ccc(C)cc3[nH]c2=O)c1
Strongest force on any atom ... 0.70 eV/A
Charge ... 0
Energy relative to the best compared isomer or geometry (same formula, charge and spin) ... 0.6 kcal per mole
Orbital gap ... 8.546 eV

No. 4
A single C20H22N2O3S molecule at a distorted geometry. Source: OMol25; level of theory: wB97M-V/def2-TZVPD.

Structure (XYZ):
```
48
Properties=species:S:1:pos:R:3
C -3.41522 -3.15587 -0.13658
C -2.91016 -1.85026 -0.75388
C -3.93762 -0.72598 -0.54957
O -5.08016 -0.69571 -0.93588
N -3.32223 0.26124 0.17171
C -3.88277 1.50598 0.63998
C -2.77285 2.55630 0.71457
C -1.62296 2.08678 1.61463
C -1.12457 0.75360 1.13861
C 0.16156 0.25513 1.29749
C 0.49486 -0.98303 0.77821
S 2.15956 -1.58092 0.99700
O 2.12333 -2.87996 1.60376
O 2.94854 -0.57924 1.66002
N 2.65697 -1.84468 -0.59330
C 3.94228 -2.50323 -0.65614
C 2.37975 -0.80957 -1.57807
C 2.46884 0.60884 -1.07744
C 1.36655 1.44899 -1.17516
C 1.42748 2.75161 -0.71287
C 2.59125 3.22692 -0.13446
C 3.69732 2.39972 -0.04087
C 3.64030 1.10335 -0.51874
C -0.40349 -1.78691 0.08813
C -1.68222 -1.30492 -0.08546
C -2.01116 -0.05604 0.44676
H -2.71280 -3.96173 -0.33144
H -4.38174 -3.41050 -0.56418
H -3.52670 -3.04441 0.93957
H -2.75951 -1.99999 -1.82745
H -4.67533 1.80593 -0.05012
H -4.32780 1.35641 1.63129
H -3.18949 3.48950 1.09349
H -2.38745 2.73638 -0.29116
H -0.80966 2.81340 1.60517
H -1.97572 1.99749 2.64618
H 0.92590 0.81415 1.81349
H 4.78306 -1.82066 -0.49376
H 4.05187 -2.99318 -1.62442
H 3.94511 -3.25510 0.13009
H 1.36770 -0.98639 -1.96366
H 3.08142 -0.94958 -2.40632
H 0.45290 1.07897 -1.62036
H 0.56380 3.39479 -0.80272
H 2.63822 4.24005 0.23708
H 4.60992 2.76604 0.40445
H 4.51082 0.47116 -0.44527
H -0.07771 -2.74485 -0.28240
```

Results
Structure (SMILES) ... C[C@H]1C(=O)N2CCCc3cc(S(=O)(=O)N(C)Cc4ccccc4)cc1c32
Strongest force on any atom ... 1.03 eV/A
Charge ... 0
Energy relative to the best compared isomer or geometry (same formula, charge and spin) ... 15.6 kcal per mole
Orbital gap ... 9.123 eV

No. 5
A single C20H22N2O5 molecule. Source: OMol25; level of theory: wB97M-V/def2-TZVPD.

Structure (XYZ):
```
49
Properties=species:S:1:pos:R:3
C -3.08133 1.51888 0.15953
O -2.24599 0.50692 0.67596
C -1.98616 -0.58254 -0.10480
C -2.53266 -0.78781 -1.36074
C -2.23196 -1.94699 -2.05734
C -1.37786 -2.87991 -1.52318
C -0.78847 -2.68270 -0.26949
O 0.04011 -3.68952 0.10948
C 0.88650 -3.55928 1.23010
C -1.10714 -1.53276 0.45656
O -0.59947 -1.31347 1.73002
C 0.24885 -0.18689 1.84280
C -0.14290 0.70488 3.02713
O 0.54900 1.93628 3.01162
C 0.05514 2.91278 2.11328
C 1.14430 3.39754 1.14182
N 1.56325 2.33230 0.25662
C 2.63925 1.56090 0.56437
N 2.99946 0.49708 -0.04346
C 2.22927 0.06811 -1.09544
C 2.54589 -1.13630 -1.73150
C 1.77591 -1.58154 -2.78079
C 0.68532 -0.83780 -3.22957
C 0.35561 0.34640 -2.61288
C 1.11643 0.80833 -1.53681
C 0.72831 2.01720 -0.82072
O -0.24333 2.70549 -1.07343
H -2.60973 2.02110 -0.69071
H -4.05955 1.12497 -0.12943
H -3.21381 2.23397 0.97108
H -3.19543 -0.06086 -1.79896
H -2.67135 -2.11110 -3.02918
H -1.12542 -3.78350 -2.05341
H 1.58465 -2.72597 1.10638
H 1.44719 -4.49318 1.27013
H 0.32156 -3.42724 2.15435
H 1.28571 -0.53125 1.96859
H 0.18913 0.40070 0.92590
H -1.22812 0.85800 3.00980
H 0.13284 0.22358 3.96741
H -0.78882 2.52490 1.53811
H -0.28496 3.77735 2.69837
H 2.00988 3.75085 1.70315
H 0.73125 4.20520 0.53250
H 3.22760 1.88912 1.41140
H 3.39629 -1.69563 -1.37496
H 2.01724 -2.51631 -3.26411
H 0.09654 -1.19691 -4.05908
H -0.48803 0.93664 -2.93647
```

Results
Structure (SMILES) ... COc1cccc(OC)c1OCCOCCn1cnc2ccccc2c1=O
Strongest force on any atom ... 0.67 eV/A
Charge ... 0
Energy relative to the best compared isomer or geometry (same formula, charge and spin) ... 75.9 kcal per mole
Orbital gap ... 8.797 eV

What is the charge in the fourth record? 0

What is the strongest force on any atom in the first record? 0.49 eV/A

Copy entry 4 word for word.
A single C20H22N2O3S molecule at a distorted geometry. Source: OMol25; level of theory: wB97M-V/def2-TZVPD.

Structure (XYZ):
```
48
Properties=species:S:1:pos:R:3
C -3.41522 -3.15587 -0.13658
C -2.91016 -1.85026 -0.75388
C -3.93762 -0.72598 -0.54957
O -5.08016 -0.69571 -0.93588
N -3.32223 0.26124 0.17171
C -3.88277 1.50598 0.63998
C -2.77285 2.55630 0.71457
C -1.62296 2.08678 1.61463
C -1.12457 0.75360 1.13861
C 0.16156 0.25513 1.29749
C 0.49486 -0.98303 0.77821
S 2.15956 -1.58092 0.99700
O 2.12333 -2.87996 1.60376
O 2.94854 -0.57924 1.66002
N 2.65697 -1.84468 -0.59330
C 3.94228 -2.50323 -0.65614
C 2.37975 -0.80957 -1.57807
C 2.46884 0.60884 -1.07744
C 1.36655 1.44899 -1.17516
C 1.42748 2.75161 -0.71287
C 2.59125 3.22692 -0.13446
C 3.69732 2.39972 -0.04087
C 3.64030 1.10335 -0.51874
C -0.40349 -1.78691 0.08813
C -1.68222 -1.30492 -0.08546
C -2.01116 -0.05604 0.44676
H -2.71280 -3.96173 -0.33144
H -4.38174 -3.41050 -0.56418
H -3.52670 -3.04441 0.93957
H -2.75951 -1.99999 -1.82745
H -4.67533 1.80593 -0.05012
H -4.32780 1.35641 1.63129
H -3.18949 3.48950 1.09349
H -2.38745 2.73638 -0.29116
H -0.80966 2.81340 1.60517
H -1.97572 1.99749 2.64618
H 0.92590 0.81415 1.81349
H 4.78306 -1.82066 -0.49376
H 4.05187 -2.99318 -1.62442
H 3.94511 -3.25510 0.13009
H 1.36770 -0.98639 -1.96366
H 3.08142 -0.94958 -2.40632
H 0.45290 1.07897 -1.62036
H 0.56380 3.39479 -0.80272
H 2.63822 4.24005 0.23708
H 4.60992 2.76604 0.40445
H 4.51082 0.47116 -0.44527
H -0.07771 -2.74485 -0.28240
```

Results
Structure (SMILES) ... C[C@H]1C(=O)N2CCCc3cc(S(=O)(=O)N(C)Cc4ccccc4)cc1c32
Strongest force on any atom ... 1.03 eV/A
Charge ... 0
Energy relative to the best compared isomer or geometry (same formula, charge and spin) ... 15.6 kcal per mole
Orbital gap ... 9.123 eV